The following is a DFT calculation (the ωB97M-V functional and the def2-TZVPD basis) of a structure of composition C25H28CaCl2FN7O4S2 in a non-equilibrium geometry.

ORCA input file:
```
! RIJCOSX wB97M-V def2-TZVPD def2/J DEFGRID3
* xyz 0 1
Ca 0.41828 0.04970 -0.55805
C 0.58302 -0.61937 -3.95786
C -0.91714 -0.54874 -3.70766
N -1.26708 -0.90477 -2.32333
C -1.37568 -2.34060 -2.03518
C -0.04363 -2.99650 -1.67697
C 0.15704 -4.35519 -1.84168
C 1.39323 -4.89225 -1.50873
C 2.40441 -4.05975 -1.06082
C 2.13877 -2.70736 -0.92014
C 3.22528 -1.73012 -0.46081
N 2.81702 -0.32374 -0.53899
C 3.39539 0.42491 -1.66742
C 2.77454 -0.00734 -2.99054
N 1.31193 0.16259 -2.94890
N 0.92277 -2.19517 -1.18887
H 0.79221 -0.29081 -4.97923
H 0.92904 -1.65213 -3.88247
H -1.43290 -1.17648 -4.44056
H -1.24947 0.47882 -3.85522
H -2.12735 -0.44206 -2.06988
H -1.81758 -2.90186 -2.86358
H -2.04972 -2.45771 -1.18123
H -0.63794 -4.97747 -2.23714
H 1.57254 -5.95609 -1.61969
H 3.39214 -4.44724 -0.82997
H 4.12426 -1.92431 -1.05304
H 3.48558 -1.96786 0.56820
H 3.03015 0.16277 0.34483
H 4.47979 0.29965 -1.72267
H 3.19306 1.48661 -1.50474
H 2.97742 -1.06932 -3.15360
H 3.24113 0.53230 -3.81801
H 1.07236 1.14827 -3.05069
S -1.31590 2.30133 -1.26872
C -2.10435 1.33299 -0.10105
N -1.70070 0.13682 0.31661
C -2.62242 -0.45940 1.18739
C -2.50735 -1.73337 1.74374
C -3.50008 -2.19794 2.59335
C -4.61081 -1.40557 2.89716
C -4.74320 -0.14182 2.34024
C -3.74738 0.31709 1.48332
S -3.64960 1.80705 0.59715
H -1.63800 -2.34153 1.51835
H -3.41270 -3.18728 3.03087
H -5.37354 -1.77955 3.56988
H -5.60860 0.47532 2.56705
Cl 1.11788 -1.66176 2.07813
C 0.71029 -1.39130 3.79894
Cl -0.57642 -0.24496 4.03098
H 1.60049 -1.00128 4.26729
H 0.42108 -2.34504 4.21066
F 0.16747 6.81780 0.20432
C -0.18578 5.72678 0.88781
C 0.72304 4.93373 1.43793
N 0.38899 3.79328 2.14165
C 1.41704 2.92134 2.69068
C 1.79915 1.86452 1.68660
O 2.88321 1.28145 1.91154
O 0.99074 1.65674 0.72215
C -0.92706 3.41755 2.31421
O -1.25951 2.43839 2.95390
N -1.84220 4.25563 1.70131
C -1.60761 5.43955 1.00174
O -2.50936 6.11927 0.56652
H 1.77815 5.14563 1.32869
H 1.03032 2.44628 3.58393
H 2.30630 3.48779 2.94651
H -2.80444 3.97310 1.79383
*
```

- Energy above the lowest of the compared OMol25 structures with the same formula, charge and spin: 100.5 kJ/mol
- F_max: 2.074 eV Å⁻¹

***

The following is a DFT calculation (the ωB97M-V functional and the def2-TZVPD basis) of a structure of composition C25H28ClGeN5O5Ru in a non-equilibrium geometry.

ORCA input file:
```
! RIJCOSX wB97M-V def2-TZVPD def2/J DEFGRID3
* xyz 0 5
Ru 15.42757 12.14719 6.15858
N 14.13326 13.38564 4.80142
C 14.51739 14.79195 5.04644
C 15.55368 14.82752 6.17105
O 15.72500 15.96542 6.63344
N 16.27781 13.68280 6.61570
C 17.24539 13.68542 7.77930
C 17.65797 12.13823 8.09462
O 18.58496 11.86738 8.84400
O 16.85260 11.29798 7.47080
H 13.14616 13.26236 4.95903
H 14.31580 13.09941 3.84336
H 14.95750 15.30166 4.16565
H 13.66585 15.41850 5.35431
H 18.11129 14.30284 7.52254
H 16.75447 14.19585 8.63511
N 8.26622 5.98017 10.85310
C 8.98409 6.51960 10.10615
C 9.92288 7.15645 9.27453
C 10.94984 7.85348 9.89979
C 11.84493 8.54570 9.10471
C 11.64629 8.54937 7.70652
C 10.55774 7.85554 7.10536
C 9.66764 7.15236 7.90478
N 12.56457 9.23629 6.85945
C 12.60317 9.15258 5.44905
C 13.64595 9.89930 5.06624
N 14.20362 10.49657 6.18668
C 13.55708 10.07230 7.24583
H 10.99226 7.80391 10.99799
H 12.65212 9.11798 9.56082
H 10.43156 7.80831 6.03629
H 8.79139 6.65634 7.50900
H 11.87450 8.55636 4.89212
H 14.03550 10.11315 4.09346
H 13.78837 10.31064 8.27474
Cl 24.86759 11.10366 5.57716
C 23.15944 11.17303 5.49982
C 22.39952 12.27550 5.90875
C 20.99845 12.21425 5.79730
C 20.37045 11.04479 5.36390
C 21.16493 9.96052 4.93421
C 22.55549 9.99906 5.00570
C 18.91453 10.80359 5.34016
O 18.68644 9.45798 5.42642
O 18.04109 11.65011 5.13386
H 22.90742 13.17436 6.27165
H 20.38595 13.04786 6.16078
H 20.67198 9.06950 4.54091
H 23.16100 9.16722 4.66084
C 17.29589 6.34268 4.26445
Ge 17.27653 7.06869 6.09294
C 18.81378 6.67128 7.18565
C 15.61979 6.49274 6.89948
C 17.32159 9.04799 5.80073
H 17.10134 5.27410 4.25451
H 18.26982 6.59065 3.78408
H 16.47808 6.80588 3.66163
H 18.71883 5.71160 7.69412
H 18.94528 7.49267 7.90038
H 19.71526 6.63279 6.58716
H 15.63907 5.41617 7.06028
H 14.81524 6.67396 6.20392
H 15.44699 7.01864 7.83984
H 17.09446 9.53638 6.76796
H 16.62472 9.44216 5.03953
*
```

- Energy above the lowest of the compared OMol25 structures with the same formula, charge and spin: 200.5 kJ/mol
- F_max: 3.992 eV Å⁻¹

***

The following is a DFT calculation (the ωB97M-V functional and the def2-TZVPD basis) of a structure of composition C25H28CrN4O10P2S in a non-equilibrium geometry.

ORCA input file:
```
! RIJCOSX wB97M-V def2-TZVPD def2/J DEFGRID3
* xyz 1 4
Cr -0.27340 -0.44647 -0.16093
C -2.57684 -1.95147 2.18367
C -1.11544 -2.17824 2.44336
C -0.75825 -3.00733 3.50069
C 0.56799 -3.18275 3.83045
C 1.52802 -2.46607 3.13729
C 1.12651 -1.64853 2.11052
N -0.17091 -1.54480 1.71485
C 2.07370 -0.76493 1.39561
C 3.41298 -0.62915 1.69362
C 4.17295 0.26188 0.95248
C 3.58713 0.99762 -0.06569
C 2.24099 0.82688 -0.31328
N 1.51823 -0.03375 0.41945
C 1.45848 1.53290 -1.34910
C 1.98929 2.54015 -2.11092
C 1.18117 3.16632 -3.05102
C -0.12268 2.75372 -3.17816
C -0.62613 1.74080 -2.36262
C -2.08622 1.41637 -2.44675
N 0.16408 1.12863 -1.46547
H -3.14299 -2.84615 2.43938
H -2.79136 -1.68941 1.15437
H -2.93966 -1.15512 2.84114
H -1.53628 -3.51077 4.05907
H 0.85210 -3.84902 4.63542
H 2.57272 -2.55510 3.39359
H 3.86186 -1.20117 2.49078
H 5.22612 0.38596 1.16911
H 4.17189 1.69310 -0.64820
H 3.01184 2.85744 -1.96864
H 1.56373 3.97988 -3.65310
H -0.78887 3.22749 -3.88700
H -2.64739 2.22018 -1.96225
H -2.34126 0.47608 -1.97081
H -2.40681 1.38088 -3.48691
C -1.15457 -4.60724 -0.06607
C -0.83310 -3.88066 -1.36426
O -1.07132 -4.73938 -2.47535
P -1.99055 -2.49386 -1.74228
O -3.43277 -3.11804 -1.78086
O -1.74320 -2.04853 -3.23204
O -2.03560 -1.32306 -0.77349
P 0.84632 -3.08290 -1.32589
O 1.50613 -3.73516 -2.62941
O 1.62680 -3.29121 -0.09475
O 0.48140 -1.61405 -1.66830
H -2.21570 -4.85273 -0.01004
H -0.86577 -4.01752 0.80173
H -0.58207 -5.53399 -0.04385
H -0.24723 -4.89842 -2.95500
H -3.50668 -3.92060 -2.32091
H -0.84472 -1.70779 -3.37293
H 2.44283 -3.94512 -2.50857
N -1.42992 0.91023 0.93251
C -0.94865 2.29088 0.98175
C 0.31377 2.53638 1.50091
C 0.81744 3.82460 1.47639
C 0.05420 4.85196 0.93597
C -1.22643 4.60504 0.45780
C -1.73453 3.31243 0.48331
S 0.78013 6.49526 0.78132
O 1.68907 6.57219 1.90779
O 1.42933 6.39393 -0.51815
O -0.36187 7.38328 0.82871
H -2.35581 0.87142 0.50909
H -1.53368 0.52542 1.86732
H 0.89854 1.72078 1.91374
H 1.80612 4.05664 1.85654
H -1.80721 5.43295 0.07075
H -2.72802 3.10082 0.09248
*
```

- Energy above the lowest of the compared OMol25 structures with the same formula, charge and spin: 26.4 kJ/mol
- F_max: 1.611 eV Å⁻¹

***

Copy entry 3 word for word.
The following is a DFT calculation (the ωB97M-V functional and the def2-TZVPD basis) of a structure of composition C25H28CrN4O10P2S in a non-equilibrium geometry.

ORCA input file:
```
! RIJCOSX wB97M-V def2-TZVPD def2/J DEFGRID3
* xyz 1 4
Cr -0.27340 -0.44647 -0.16093
C -2.57684 -1.95147 2.18367
C -1.11544 -2.17824 2.44336
C -0.75825 -3.00733 3.50069
C 0.56799 -3.18275 3.83045
C 1.52802 -2.46607 3.13729
C 1.12651 -1.64853 2.11052
N -0.17091 -1.54480 1.71485
C 2.07370 -0.76493 1.39561
C 3.41298 -0.62915 1.69362
C 4.17295 0.26188 0.95248
C 3.58713 0.99762 -0.06569
C 2.24099 0.82688 -0.31328
N 1.51823 -0.03375 0.41945
C 1.45848 1.53290 -1.34910
C 1.98929 2.54015 -2.11092
C 1.18117 3.16632 -3.05102
C -0.12268 2.75372 -3.17816
C -0.62613 1.74080 -2.36262
C -2.08622 1.41637 -2.44675
N 0.16408 1.12863 -1.46547
H -3.14299 -2.84615 2.43938
H -2.79136 -1.68941 1.15437
H -2.93966 -1.15512 2.84114
H -1.53628 -3.51077 4.05907
H 0.85210 -3.84902 4.63542
H 2.57272 -2.55510 3.39359
H 3.86186 -1.20117 2.49078
H 5.22612 0.38596 1.16911
H 4.17189 1.69310 -0.64820
H 3.01184 2.85744 -1.96864
H 1.56373 3.97988 -3.65310
H -0.78887 3.22749 -3.88700
H -2.64739 2.22018 -1.96225
H -2.34126 0.47608 -1.97081
H -2.40681 1.38088 -3.48691
C -1.15457 -4.60724 -0.06607
C -0.83310 -3.88066 -1.36426
O -1.07132 -4.73938 -2.47535
P -1.99055 -2.49386 -1.74228
O -3.43277 -3.11804 -1.78086
O -1.74320 -2.04853 -3.23204
O -2.03560 -1.32306 -0.77349
P 0.84632 -3.08290 -1.32589
O 1.50613 -3.73516 -2.62941
O 1.62680 -3.29121 -0.09475
O 0.48140 -1.61405 -1.66830
H -2.21570 -4.85273 -0.01004
H -0.86577 -4.01752 0.80173
H -0.58207 -5.53399 -0.04385
H -0.24723 -4.89842 -2.95500
H -3.50668 -3.92060 -2.32091
H -0.84472 -1.70779 -3.37293
H 2.44283 -3.94512 -2.50857
N -1.42992 0.91023 0.93251
C -0.94865 2.29088 0.98175
C 0.31377 2.53638 1.50091
C 0.81744 3.82460 1.47639
C 0.05420 4.85196 0.93597
C -1.22643 4.60504 0.45780
C -1.73453 3.31243 0.48331
S 0.78013 6.49526 0.78132
O 1.68907 6.57219 1.90779
O 1.42933 6.39393 -0.51815
O -0.36187 7.38328 0.82871
H -2.35581 0.87142 0.50909
H -1.53368 0.52542 1.86732
H 0.89854 1.72078 1.91374
H 1.80612 4.05664 1.85654
H -1.80721 5.43295 0.07075
H -2.72802 3.10082 0.09248
*
```

- Energy above the lowest of the compared OMol25 structures with the same formula, charge and spin: 26.4 kJ/mol
- F_max: 1.611 eV Å⁻¹